Entry 1:
ORCA calculation (ωB97M-V/def2-TZVPD) on C5H10O as an isolated structure.

The geometry in XYZ format:
```
16
Properties=species:S:1:pos:R:3:mulliken_charge:R:1
C -1.086 -1.321 -0.950 -1.12
C 0.386 -1.153 -0.655 -0.05
C 0.131 0.294 0.775 0.13
C -0.748 1.506 0.695 -1.11
C 1.560 0.575 0.876 -0.47
O 1.226 0.402 -0.499 -0.33
H -1.479 -0.439 -1.467 0.27
H -1.664 -1.476 -0.037 0.33
H -1.213 -2.171 -1.637 0.37
H 0.942 -1.268 -1.596 0.33
H 0.780 -1.842 0.088 0.27
H -1.628 1.330 0.066 0.28
H -1.112 1.717 1.709 0.32
H -0.226 2.400 0.319 0.30
H 2.258 -0.163 1.280 0.24
H 1.872 1.609 1.031 0.23
```

The HOMO energy comes out at -7.7 eV. As for the gap between HOMO and LUMO: 0.323 hartree.

Entry 2:
ORCA calculation (ωB97M-V/def2-TZVPD) on one molecule with the formula C7H8OS at a distorted geometry.

The geometry in XYZ format:
```
17
Properties=species:S:1:pos:R:3:mulliken_charge:R:1
C -0.770 1.330 -0.251 -0.41
C 0.395 0.970 -0.768 -0.66
C -1.271 0.209 0.478 0.88
C -2.608 0.304 0.572 -0.73
C -0.059 -0.902 0.875 -0.96
C 1.004 -0.449 -0.337 0.31
C 2.434 -0.277 0.127 -1.34
O -4.263 -0.581 -1.151 -0.49
S -4.256 -0.309 0.373 0.30
H -1.251 2.251 -0.525 0.43
H 0.860 1.655 -1.416 0.42
H 0.498 -0.419 1.527 0.48
H -0.091 -1.926 0.673 0.41
H 1.037 -1.229 -1.158 0.36
H 3.240 0.151 -0.516 0.32
H 2.822 -1.214 0.584 0.30
H 2.279 0.434 0.912 0.37
```

The HOMO energy (spin up / spin down) comes out at -8.6 / -8.4 eV. As for the gap between HOMO and LUMO (spin up / spin down): 0.296 / 0.282 hartree.

Entry 3:
ORCA calculation (ωB97M-V/def2-TZVPD) on a 8-piece molecular cluster, C21H50N15O12P overall at a distorted geometry.

The geometry in XYZ format:
```
99
Properties=species:S:1:pos:R:3:mulliken_charge:R:1
C -4.006 -1.493 -3.963 -1.25
C -3.854 -0.838 -2.569 -0.23
O -2.601 -0.120 -2.459 -0.44
P -1.662 -0.738 -1.261 0.44
O -0.468 0.155 -1.155 -0.64
C -1.179 -2.411 -1.843 -0.35
C -0.442 -3.247 -0.764 -1.01
C -1.368 -4.032 0.195 -0.40
C -2.244 -5.114 -0.453 0.54
C -3.228 -5.609 0.289 -0.45
C -4.181 -6.688 -0.150 0.21
O -5.055 -7.037 0.577 -0.59
C -3.998 -7.263 -1.536 0.31
C -4.991 -8.339 -1.999 -0.95
N -6.063 -7.651 -2.798 -0.66
C -3.016 -6.790 -2.286 -0.51
C -2.056 -5.691 -1.843 0.55
O -1.195 -5.385 -2.614 -0.57
O -2.404 -0.759 0.183 0.19
C -3.230 0.404 0.428 -0.35
C -2.835 1.136 1.745 -1.03
H -3.129 -2.129 -4.169 0.27
H -4.881 -2.164 -3.905 0.36
H -4.126 -0.740 -4.754 0.37
H -4.725 -0.224 -2.293 0.39
H -3.839 -1.684 -1.846 0.25
H -2.052 -2.904 -2.297 0.15
H -0.458 -2.224 -2.658 0.38
H 0.227 -3.957 -1.275 0.57
H 0.198 -2.585 -0.157 0.25
H -0.756 -4.449 1.009 0.61
H -2.064 -3.298 0.646 -0.17
H -3.383 -5.209 1.299 0.51
H -5.475 -8.801 -1.130 0.36
H -4.487 -9.055 -2.662 0.39
H -6.457 -6.972 -2.140 0.30
H -5.542 -7.060 -3.449 0.31
H -2.880 -7.213 -3.290 0.45
H -3.217 1.154 -0.375 0.40
H -4.262 0.035 0.575 0.32
H -3.742 1.453 2.290 0.34
H -2.320 2.078 1.484 0.28
H -2.231 0.490 2.416 0.14
C 0.093 4.320 -1.419 0.55
O -0.223 5.432 -1.809 -0.71
N 1.357 4.012 -0.997 -0.12
N -0.767 3.272 -1.359 -0.11
H 1.632 3.107 -0.673 -0.14
H 2.041 4.746 -1.019 0.23
H -1.711 3.432 -1.658 0.20
H -0.508 2.348 -1.043 0.04
C 4.390 2.035 -0.584 0.87
O 4.076 3.157 -0.982 -0.56
N 5.645 1.734 -0.149 -0.39
N 3.513 0.996 -0.543 -0.24
H 5.915 0.826 0.179 0.14
H 6.333 2.467 -0.159 0.24
H 2.574 1.166 -0.857 0.04
H 3.753 0.077 -0.219 0.12
C 2.020 -1.194 2.592 0.72
O 1.896 -2.327 2.151 -0.66
N 1.346 -0.132 2.077 -0.17
N 2.849 -0.901 3.637 -0.44
H 1.431 0.807 2.421 0.16
H 0.726 -0.315 1.306 -0.01
H 3.363 -1.663 4.041 0.23
H 2.966 0.020 4.013 0.15
C 0.922 6.184 2.569 0.60
O 0.157 5.276 2.834 -0.64
N 1.501 6.327 1.342 -0.27
N 1.270 7.141 3.485 -0.41
H 2.134 7.069 1.107 0.19
H 1.266 5.642 0.641 0.11
H 0.863 7.068 4.399 0.23
H 1.897 7.899 3.289 0.16
C 5.407 4.097 2.608 0.60
O 6.437 3.446 2.707 -0.67
N 4.686 4.151 1.457 -0.03
N 4.896 4.822 3.646 -0.33
H 3.838 4.679 1.353 0.20
H 5.035 3.627 0.672 -0.18
H 5.403 4.805 4.512 0.21
H 4.052 5.362 3.586 0.14
C 6.299 5.269 -4.387 0.58
O 6.928 6.271 -4.677 -0.65
N 6.348 4.703 -3.147 -0.29
N 5.489 4.626 -5.279 -0.35
H 5.836 3.880 -2.885 0.14
H 6.931 5.151 -2.464 0.17
H 5.428 5.014 -6.203 0.20
H 4.962 3.802 -5.060 0.17
C -2.619 -2.158 4.381 0.65
O -2.035 -1.122 4.122 -0.58
N -2.505 -2.784 5.588 -0.45
N -3.438 -2.782 3.482 -0.28
H -2.977 -3.637 5.820 0.14
H -1.911 -2.353 6.272 0.23
H -3.544 -2.347 2.582 0.10
H -3.929 -3.634 3.672 0.17
```

The HOMO energy comes out at -9.6 eV. As for the gap between HOMO and LUMO: 0.292 hartree. As for the SMILES: CCOP(=O)(CCCC1=CC(=O)C(CN)=CC1=O)OCC.NC(N)=O.NC(N)=O.NC(N)=O.NC(N)=O.NC(N)=O.NC(N)=O.NC(N)=O.

Electronic energy for the records above, in order: -271.53697, -744.73528, -2896.09650 Eh